{
  "formula": "C30H46O3P2Y",
  "method": "ωB97M-V/def2-TZVPD",
  "orbital_gap_ha": 0.2444,
  "largest_force_ev_per_a": 5.19,
  "e_tot_ha": -2117.2582,
  "e_above_lowest_kcal_mol": 27.15,
  "total_charge": 1,
  "homo_ev": -9.12,
  "lumo_energy_ev": -2.47,
  "elements": ["Y", "C", "C", "C", "C", "C", "C", "H", "H", "H", "C", "H", "H", "H", "C", "H", "H", "H", "C", "H", "H", "H", "C", "H", "H", "H", "C", "C", "C", "C", "C", "C", "C", "C", "H", "H", "H", "H", "H", "H", "H", "H", "H", "H", "H", "H", "P", "C", "C", "P", "C", "C", "C", "H", "H", "H", "H", "H", "H", "H", "H", "H", "H", "H", "H", "H", "H", "O", "C", "C", "C", "C", "C", "C", "C", "O", "O", "H", "H", "H", "H", "H"],
  "xyz": [[1.29379, -0.74840, 0.40985], [-0.48415, -1.23358, 2.43268], [-0.33826, -2.50108, 1.78352], [1.68017, -1.97251, 2.78540], [0.75120, -0.92821, 3.08580], [1.01847, -2.93129, 1.95747], [-1.74011, -0.46849, 2.63301], [-2.56215, -0.89108, 2.04162], [-1.61307, 0.58343, 2.32006], [-2.06341, -0.45124, 3.69375], [0.93148, 0.13005, 4.10985], [0.54550, 1.09969, 3.76504], [1.99082, 0.26339, 4.35886], [0.39185, -0.11208, 5.04684], [3.04381, -2.10340, 3.35450], [2.99089, -2.49015, 4.38654], [3.56009, -1.13181, 3.38463], [3.65493, -2.80483, 2.77177], [1.61928, -4.22439, 1.52928], [1.62395, -4.96192, 2.35002], [2.66989, -4.09690, 1.21656], [1.07174, -4.67976, 0.69398], [-1.42415, -3.28199, 1.13770], [-1.98248, -3.88575, 1.87951], [-1.02600, -3.97869, 0.38568], [-2.15730, -2.62550, 0.64596], [-4.88416, 0.91890, -1.86346], [-5.05913, 0.78312, -3.18900], [-4.08074, 0.87171, -4.32239], [-2.66853, 1.44053, -4.00922], [-1.72031, 0.36540, -3.42903], [-2.25646, -0.47314, -2.32291], [-2.59031, 0.14766, -1.00480], [-3.64415, 1.29596, -1.09217], [-4.49849, 1.53543, -5.11098], [-2.73102, 2.32644, -3.35318], [-4.00965, -0.11759, -4.82051], [-3.16809, 2.21896, -1.46461], [-5.74460, 0.75173, -1.20923], [-6.07691, 0.59980, -3.55497], [-3.91411, 1.51418, -0.04185], [-3.01874, -0.64885, -0.35290], [-2.81981, -1.37977, -2.56959], [-1.69581, 0.53871, -0.45011], [-2.25720, 1.82917, -4.96617], [-1.45603, -0.28563, -4.28330], [-0.10317, 1.11797, -2.88305], [-0.26514, 2.68802, -2.04062], [0.73355, 1.46255, -4.45331], [-0.02520, -1.51551, -1.61971], [1.00525, 0.00028, -2.07729], [-0.24665, -2.44096, -3.23059], [1.61422, -2.49806, -1.32897], [0.29724, 2.67311, -1.09299], [-1.30666, 2.98683, -1.83853], [0.19285, 3.44980, -2.70248], [1.27177, 2.41616, -4.36331], [0.04238, 1.51552, -5.30687], [1.46680, 0.67975, -4.67221], [2.19633, -2.40157, -2.25754], [1.29333, -3.53781, -1.20413], [2.35187, -2.27278, -0.50219], [1.53127, 0.60022, -1.27894], [1.76822, -0.31770, -2.80698], [-0.22905, -3.50336, -2.94916], [0.61768, -2.25164, -3.88699], [-1.19004, -2.25499, -3.75846], [0.82772, 3.68442, 2.17682], [1.96117, 3.32871, 2.82551], [2.12358, 3.73705, 4.15147], [3.25455, 3.33231, 4.84339], [4.23603, 2.54476, 4.23980], [4.09290, 2.10528, 2.93457], [2.93932, 2.46823, 2.23188], [2.48032, 1.53607, 1.24012], [3.15077, 0.45595, 1.00779], [1.29102, 1.64219, 0.70089], [0.79009, 3.04532, 1.40644], [1.33802, 4.33961, 4.61274], [3.37466, 3.65025, 5.87970], [5.12456, 2.25343, 4.79916], [4.84588, 1.47434, 2.45455]],
  "atomic_forces_ev_per_a": [[-1.04, 0.01, 5.09], [0.86, -0.74, -0.05], [0.88, 0.77, -0.06], [-0.86, 0.51, -0.50], [0.13, -0.91, -0.75], [-0.33, 0.82, 0.14], [-0.61, 0.56, -0.02], [0.15, 0.13, 0.17], [-0.15, -0.28, 0.18], [0.22, -0.07, -0.48], [0.08, 0.64, 0.29], [0.05, -0.16, 0.14], [-0.19, 0.04, 0.01], [0.23, 0.02, -0.42], [0.54, 0.02, 0.30], [0.10, 0.11, -0.30], [-0.06, -0.32, 0.01], [-0.06, 0.19, 0.18], [0.30, -0.59, -0.07], [-0.03, 0.23, -0.26], [-0.34, -0.13, 0.07], [0.13, 0.06, 0.20], [-0.59, -0.31, -0.21], [0.27, 0.21, -0.29], [-0.18, 0.15, 0.15], [0.21, -0.23, 0.06], [-0.23, 0.15, -0.36], [-0.27, 0.02, 0.57], [0.48, 0.62, -0.38], [0.14, 0.54, -0.67], [-0.37, 0.06, 0.24], [2.46, -1.15, 1.44], [-0.88, 0.04, -0.20], [0.53, -0.06, 0.89], [0.04, -0.34, 0.48], [-0.20, -0.47, -0.31], [0.12, 0.35, 0.31], [-0.32, -0.39, 0.07], [0.04, 0.10, -0.43], [0.29, -0.18, 0.34], [-0.12, 0.13, -0.49], [0.37, 0.50, -0.34], [0.11, 0.51, -0.19], [-0.18, -0.10, -0.19], [-0.13, -0.21, 0.41], [0.21, 0.22, 0.30], [-1.20, 0.65, -2.37], [0.19, 0.87, 0.37], [0.42, 0.44, -0.35], [-3.15, 0.06, -1.62], [0.28, 0.03, -0.12], [0.55, -0.57, 0.26], [1.49, -0.50, -0.26], [-0.25, -0.02, -0.30], [0.46, -0.32, -0.10], [-0.30, -0.31, 0.43], [-0.05, -0.26, -0.21], [0.09, 0.10, 0.43], [-0.17, 0.11, 0.02], [0.02, -0.27, 0.32], [0.32, 0.20, 0.11], [-0.05, -1.09, -0.96], [-0.39, -0.20, -0.97], [-0.25, 0.24, 0.28], [0.08, 0.13, -0.24], [-0.30, -0.17, 0.08], [0.43, 0.15, 0.46], [0.62, -0.82, -0.29], [0.09, -0.17, -0.02], [0.14, 0.17, -0.11], [-0.30, 0.31, 0.05], [0.75, -0.26, -0.22], [0.20, 0.43, 0.73], [-0.99, 0.21, 0.56], [0.03, -1.26, -0.76], [-0.71, 0.93, -0.44], [0.75, -0.42, -0.13], [-0.29, 0.63, 0.55], [0.32, -0.18, -0.14], [0.00, -0.15, -0.25], [-0.24, 0.14, -0.08], [-0.42, 0.13, 0.26]],
  "mulliken_charge": [-1.04, -0.18, 1.10, 0.31, 1.30, 0.17, -1.58, 0.51, 0.17, 0.34, -1.39, 0.25, 0.40, 0.30, -1.84, 0.33, 0.29, 0.39, -1.55, 0.34, 0.38, 0.38, -1.46, 0.32, 0.32, 0.37, -0.39, -0.69, -0.95, -0.93, 0.52, -1.73, 1.07, -0.76, 0.52, 0.25, 0.37, 0.15, 0.34, 0.36, 0.58, 0.23, 0.38, -0.82, 0.59, 0.62, 1.48, -0.82, -1.46, 1.55, -1.43, -1.48, -1.12, -0.18, 0.33, 0.52, 0.48, 0.39, 0.37, 0.71, 0.41, 0.37, 0.56, 0.66, 0.53, 0.39, 0.35, -0.66, 0.11, -0.55, -0.46, -0.62, -0.44, 0.27, 1.75, -1.00, -0.70, 0.35, 0.45, 0.39, 0.41, 0.45]
}

{
  "formula": "C4H8N2O2",
  "method": "ωB97M-V/def2-TZVPD",
  "orbital_gap_ha": 0.3879,
  "largest_force_ev_per_a": 1.79,
  "e_tot_ha": -417.1446,
  "e_above_lowest_kcal_mol": 69.85,
  "homo_ev": -9.97,
  "smiles": "[H]/N=C/[C@H](C)C(=O)NO",
  "lumo_energy_ev": 0.58,
  "elements": ["C", "C", "N", "C", "C", "O", "N", "O", "H", "H", "H", "H", "H", "H", "H", "H"],
  "xyz": [[-0.08463, -0.32712, -0.18974], [-0.40432, -0.59267, 1.27955], [1.57329, 1.51041, 0.02239], [0.34748, 1.11237, -0.43372], [-1.31702, -0.66768, -0.99234], [2.21122, 0.77667, 1.03534], [-1.41525, -1.78364, -1.63866], [-0.34635, 1.91042, -1.06262], [2.92897, 0.32721, 0.55000], [1.73285, 2.51459, 0.02006], [0.72072, -0.99515, -0.51957], [-2.33438, -1.83372, -2.09648], [-2.16230, 0.04296, -0.96996], [-1.06921, -1.45524, 1.40098], [0.50536, -0.81180, 1.84713], [-0.88643, 0.27238, 1.74764]],
  "atomic_forces_ev_per_a": [[-0.01, -0.31, -0.33], [0.14, -0.12, 0.88], [-0.10, -0.08, 0.00], [-1.05, 0.57, -0.65], [-0.63, -1.15, -1.20], [0.35, 0.12, -0.84], [0.18, 1.62, 0.75], [0.74, -0.68, 0.60], [-0.27, 0.18, 0.46], [0.10, -0.29, 0.29], [-0.15, 0.04, 0.05], [0.31, -0.02, 0.26], [0.50, -0.08, 0.12], [0.10, 0.17, -0.20], [-0.20, 0.16, -0.11], [0.00, -0.12, -0.08]],
  "nbo_charge": [-0.40, -0.60, -0.35, 0.67, 0.16, -0.54, -0.62, -0.60, 0.48, 0.39, 0.24, 0.34, 0.18, 0.22, 0.23, 0.21]
}

Copy entry 2 word for word.
{
  "formula": "C4H8N2O2",
  "method": "ωB97M-V/def2-TZVPD",
  "orbital_gap_ha": 0.3879,
  "largest_force_ev_per_a": 1.79,
  "e_tot_ha": -417.1446,
  "e_above_lowest_kcal_mol": 69.85,
  "homo_ev": -9.97,
  "smiles": "[H]/N=C/[C@H](C)C(=O)NO",
  "lumo_energy_ev": 0.58,
  "elements": ["C", "C", "N", "C", "C", "O", "N", "O", "H", "H", "H", "H", "H", "H", "H", "H"],
  "xyz": [[-0.08463, -0.32712, -0.18974], [-0.40432, -0.59267, 1.27955], [1.57329, 1.51041, 0.02239], [0.34748, 1.11237, -0.43372], [-1.31702, -0.66768, -0.99234], [2.21122, 0.77667, 1.03534], [-1.41525, -1.78364, -1.63866], [-0.34635, 1.91042, -1.06262], [2.92897, 0.32721, 0.55000], [1.73285, 2.51459, 0.02006], [0.72072, -0.99515, -0.51957], [-2.33438, -1.83372, -2.09648], [-2.16230, 0.04296, -0.96996], [-1.06921, -1.45524, 1.40098], [0.50536, -0.81180, 1.84713], [-0.88643, 0.27238, 1.74764]],
  "atomic_forces_ev_per_a": [[-0.01, -0.31, -0.33], [0.14, -0.12, 0.88], [-0.10, -0.08, 0.00], [-1.05, 0.57, -0.65], [-0.63, -1.15, -1.20], [0.35, 0.12, -0.84], [0.18, 1.62, 0.75], [0.74, -0.68, 0.60], [-0.27, 0.18, 0.46], [0.10, -0.29, 0.29], [-0.15, 0.04, 0.05], [0.31, -0.02, 0.26], [0.50, -0.08, 0.12], [0.10, 0.17, -0.20], [-0.20, 0.16, -0.11], [0.00, -0.12, -0.08]],
  "nbo_charge": [-0.40, -0.60, -0.35, 0.67, 0.16, -0.54, -0.62, -0.60, 0.48, 0.39, 0.24, 0.34, 0.18, 0.22, 0.23, 0.21]
}